Model 1:
This record from the OMol25 dataset describes a 2-piece molecular cluster, C4H13N2OS overall. The level of theory is ωB97M-V/def2-TZVPD.

HOMO level	-0.10434	Ha
gap between HOMO and LUMO	6.737	eV
net charge	-1

Each line ends with the Löwdin charge.
Geometry (Å):
C 1.63 0.62 0.78  -0.206
N 0.59 0.15 1.82  -0.116
C -0.85 0.35 1.46  -0.358
N -1.70 -0.78 1.27  -0.008
C 1.55 -0.42 -0.38  -0.333
C 0.71 -0.02 -1.58  -0.836
S 0.03 -1.43 -2.41  0.204
H 1.20 1.61 0.49  0.099
H 2.65 0.88 1.17  0.092
H 0.83 -0.79 2.19  0.086
H -0.94 0.96 0.58  0.078
H -1.29 1.01 2.32  0.117
H -1.67 -1.40 2.08  0.054
H -1.35 -1.38 0.47  0.061
H 1.07 -1.39 0.17  0.105
H 2.51 -0.85 -0.63  0.066
H -0.03 0.64 -1.27  -0.033
H 1.48 0.44 -2.38  0.080
H -2.15 -0.06 -1.58  -0.011
H -1.72 1.09 -2.54  0.058
O -2.56 0.75 -2.03  -0.200

***

Model 2:
This record from the OMol25 dataset describes C4H13N2OS as an isolated structure. The level of theory is ωB97M-V/def2-TZVPD.

HOMO level	-0.10734	Ha
gap between HOMO and LUMO	6.246	eV
net charge	-1

Each line ends with the Löwdin charge.
Geometry (Å):
N 1.60 -1.02 -0.61  -0.012
C 0.27 -1.50 -0.21  -0.477
C 0.10 -1.37 1.37  -0.696
S 1.61 -1.58 2.37  0.233
C -0.83 -0.73 -0.86  -0.086
N -0.32 1.15 -0.69  -0.074
C -1.43 1.91 -1.31  -0.232
H 1.62 -0.01 -0.60  0.031
H 2.23 -1.31 0.14  -0.029
H 0.23 -2.56 -0.52  0.124
H -0.70 -2.09 1.65  0.042
H -0.22 -0.34 1.50  0.013
H -1.20 -1.03 -1.86  0.113
H -1.74 -0.41 -0.35  0.093
H -0.28 0.26 -1.41  0.003
H -1.23 2.98 -1.19  0.068
H -1.61 1.68 -2.37  0.066
H -2.34 1.74 -0.71  0.055
H 1.15 1.69 1.20  -0.028
H 1.45 0.84 2.42  -0.073
O 1.65 1.71 2.03  -0.135

***

Model 3:
This record from the OMol25 dataset describes C4H13N2OS as an isolated structure. The level of theory is ωB97M-V/def2-TZVPD.

HOMO level	-0.10796	Ha
gap between HOMO and LUMO	6.266	eV
net charge	-1

Each line ends with the Löwdin charge.
Geometry (Å):
N -0.60 -0.78 -0.92  0.027
C -0.42 0.61 -0.50  -0.511
C -1.61 1.16 0.30  -0.697
S -3.14 1.19 -0.70  0.247
C 0.84 0.66 0.39  -0.126
N 2.15 -0.08 -0.66  -0.082
C 3.11 -0.64 0.29  -0.239
H 0.33 -1.16 -1.09  0.038
H -1.17 -0.85 -1.76  0.057
H -0.38 1.33 -1.32  0.113
H -1.49 2.23 0.52  0.025
H -1.78 0.64 1.25  0.054
H 0.78 1.62 0.92  0.121
H 0.74 -0.14 1.12  0.110
H 1.82 0.96 -0.27  0.034
H 3.95 -1.01 -0.31  0.062
H 3.47 -0.01 1.10  0.062
H 2.68 -1.54 0.75  0.061
H -2.53 -1.92 0.14  -0.026
H -3.39 -0.67 0.18  -0.131
O -3.35 -1.61 0.55  -0.198

***

Stability comparison, relative energies in kJ/mol: model 1 0.0; model 2 230.6; model 3 206.7

***

Model 1:
This record from the OMol25 dataset describes an isolated molecule of C3H6N2S. The level of theory is ωB97M-V/def2-TZVPD.

HOMO level	-0.32655	Ha
gap between HOMO and LUMO	9.766	eV

Each line ends with the Löwdin charge.
Geometry (Å):
S -2.03 -0.48 -0.11  0.721
N -1.12 0.88 0.22  -0.390
C 0.12 0.95 0.10  -0.288
C 1.07 -0.04 -0.42  -0.390
C 1.83 -0.63 0.68  -0.147
N 2.45 0.15 -0.38  0.038
H -3.15 0.15 0.24  -0.146
H 0.65 1.92 0.17  0.135
H 0.69 -0.87 -1.07  0.143
H 1.90 -0.21 1.69  0.114
H 1.97 -1.76 0.71  0.126
H 2.88 -0.37 -1.10  0.086

***

Model 2:
This record from the OMol25 dataset describes an isolated molecule of C3H6N2S. The level of theory is ωB97M-V/def2-TZVPD.

HOMO level	-0.31372	Ha
gap between HOMO and LUMO	8.763	eV

Each line ends with the Löwdin charge.
Geometry (Å):
C 1.54 -1.26 -0.01  0.004
C 0.24 -1.01 -0.01  -0.180
N -0.36 0.28 -0.01  -0.240
N 0.57 1.36 0.05  0.090
C -1.69 0.54 -0.06  -0.669
S -2.97 -0.54 0.04  0.555
H 1.89 -2.32 0.12  0.072
H 2.29 -0.48 -0.10  0.042
H -0.44 -1.88 -0.08  0.093
H 0.57 1.71 0.97  0.080
H 0.31 2.00 -0.68  0.090
H -1.95 1.60 -0.25  0.063

***

Model 3:
This record from the OMol25 dataset describes an isolated molecule of C3H6N2S. The level of theory is ωB97M-V/def2-TZVPD.

HOMO level	-0.32746	Ha
gap between HOMO and LUMO	9.563	eV

Each line ends with the Löwdin charge.
Geometry (Å):
H 0.04 0.54 1.95  0.042
N 0.70 -0.23 1.99  0.098
C 0.75 -0.88 0.93  -0.350
N -0.03 -0.67 -0.26  -0.515
S -0.05 -1.92 -1.44  0.791
C -0.58 0.60 -0.64  -0.258
C -0.04 1.81 -0.46  0.011
H 1.45 -1.72 0.81  0.099
H -1.06 -2.67 -0.91  -0.126
H -1.50 0.45 -1.18  0.086
H 0.91 1.98 0.00  0.053
H -0.60 2.71 -0.78  0.069

***

Model 4:
This record from the OMol25 dataset describes a 2-piece molecular cluster, C3H6N2S overall. The level of theory is ωB97M-V/def2-TZVPD.

HOMO level (alpha / beta)	-0.31596 / -0.31598	Ha
gap between HOMO and LUMO (alpha / beta)	7.214 / 7.215	eV

Each line ends with the Löwdin charge.
Geometry (Å):
C -0.15 -1.37 2.47  -0.387
C 0.99 -0.50 -0.50  -0.141
C -0.04 0.34 0.27  -0.668
N -0.54 -2.04 3.32  -0.171
N -1.37 0.20 0.11  0.112
S 0.88 1.71 0.98  0.891
H 0.68 -1.61 -0.54  0.117
H 1.95 -0.45 0.09  0.082
H 1.23 -0.12 -1.45  0.057
H -1.56 -0.30 -0.80  0.146
H -2.02 0.16 0.87  0.112
H -0.15 2.19 1.55  -0.149

***

Stability comparison, relative energies in kJ/mol: model 1 90.4; model 2 32.3; model 3 0.0; model 4 193.0

***

Model 1:
This record from the OMol25 dataset describes an isolated ion of composition C3H3O3P and charge -2. The level of theory is ωB97M-V/def2-TZVPD.

HOMO level (alpha / beta)	0.01183 / 0.01181	Ha
gap between HOMO and LUMO (alpha / beta)	6.810 / 6.811	eV
net charge	-2

Each line ends with the Löwdin charge.
Geometry (Å):
C -1.20 -0.08 0.76  -0.370
C 0.03 -0.02 0.33  0.023
C -2.00 0.03 -0.50  -0.197
O 2.28 1.59 0.18  -0.484
O 2.15 -0.80 1.13  -0.464
O 2.13 -0.48 -1.41  -0.492
P 1.85 0.14 -0.03  -0.024
H -1.80 -0.21 1.70  0.069
H -1.86 -0.94 -0.95  -0.038
H -1.58 0.76 -1.21  -0.022

***

Model 2:
This record from the OMol25 dataset describes an isolated ion of composition C3H3O3P and charge -2. The level of theory is ωB97M-V/def2-TZVPD.

HOMO level	0.03255	Ha
gap between HOMO and LUMO	6.028	eV
net charge	-2

Each line ends with the Löwdin charge.
Geometry (Å):
O -1.81 -2.12 -2.76  -0.479
P -1.43 -2.55 -1.38  -0.087
O -0.25 -3.47 -1.33  -0.480
O -2.54 -2.90 -0.41  -0.488
C -0.66 -1.12 -0.50  -0.186
C -0.74 -0.46 0.65  -0.177
C 0.29 0.10 -0.23  -0.281
H -1.01 -0.46 1.70  0.059
H 0.22 1.15 -0.85  0.062
H 1.47 -0.02 -0.02  0.056

***

Stability comparison, relative energies in kJ/mol: model 1 111.1; model 2 0.0

***

Model 1:
This record from the OMol25 dataset describes a 2-piece molecular cluster, C3H3FO overall. The level of theory is ωB97M-V/def2-TZVPD.

HOMO level	-0.36804	Ha
gap between HOMO and LUMO	11.018	eV

Each line ends with the Löwdin charge.
Geometry (Å):
C 3.05 -0.26 -0.57  0.016
C -1.61 0.62 0.19  0.023
C -0.71 -0.32 0.39  -0.243
O 4.06 -0.07 -1.08  0.020
F -1.11 -1.58 0.60  -0.004
H -2.63 0.28 0.45  0.073
H -1.34 1.68 -0.10  0.082
H 0.27 -0.35 0.12  0.033

***

Model 2:
This record from the OMol25 dataset describes a 2-piece molecular cluster, C3H3FO overall. The level of theory is ωB97M-V/def2-TZVPD.

HOMO level (alpha / beta)	-0.38074 / -0.38074	Ha
gap between HOMO and LUMO (alpha / beta)	9.197 / 9.198	eV

Each line ends with the Löwdin charge.
Geometry (Å):
C -0.49 -0.68 -0.18  -0.003
C -0.87 0.59 -0.54  -0.024
C 0.53 0.01 0.59  -0.065
O 0.13 1.28 0.18  0.000
F 2.33 -0.40 -0.34  -0.371
H -0.95 -1.74 -0.22  0.150
H -1.61 1.08 -1.15  0.131
H 0.93 -0.14 1.67  0.182

***

Stability comparison, relative energies in kJ/mol: model 1 0.0; model 2 330.5